1.
Molecular formula: CH6N2OS
Method: DFT, ωB97M-V/def2-TZVPD

Computed properties:
Energy above the lowest of the compared OMol25 structures with the same formula, charge and spin, eV: 5.284
Calculated total energy, hartree: -624.4529
Molar mass, g/mol: 94.1
HOMO-LUMO gap (alpha / beta), eV: 7.2724 / 7.2715
Max |F|, eV/A: 3.5

Structure (ORCA input):
```
! RIJCOSX wB97M-V def2-TZVPD def2/J DEFGRID3
* xyz 0 1
C -0.5728 -0.7158 0.1398
N 3.3597 1.2535 0.2360
N 0.1682 -1.7879 0.1051
O 2.6786 -1.1381 -0.0725
S 2.4250 0.2391 -0.4055
H 0.1062 0.2652 0.2173
H -0.3668 -1.5546 -2.5148
H 4.1965 1.0118 0.6757
H 1.2120 -1.7229 0.3289
H -0.3867 -2.6034 -0.0503
H -0.9180 -1.6413 -3.2010
*
```

Here are the Löwdin charges for atoms 1 to 8, given in e:
1 C -0.104
2 N -0.266
3 N -0.067
4 O -0.503
5 S 0.858
6 H -0.039
7 H -0.003
8 H -0.015


2.
Molecular formula: CH6N2OS
Method: DFT, ωB97M-V/def2-TZVPD

Computed properties:
Energy above the lowest of the compared OMol25 structures with the same formula, charge and spin, eV: 4.019
Calculated total energy, hartree: -624.4993
Molar mass, g/mol: 94.1
HOMO-LUMO gap, eV: 9.2242
Max |F|, eV/A: 2.9

Structure (ORCA input):
```
! RIJCOSX wB97M-V def2-TZVPD def2/J DEFGRID3
* xyz 0 1
C 1.5310 0.5964 -0.1427
N -2.0163 0.9153 0.5933
N 1.6333 -0.5771 0.2797
O -0.9368 -1.4327 0.2841
S -1.2962 0.0587 -0.4437
H 1.3757 1.2812 0.6418
H 1.8255 1.0481 -1.0954
H -1.5578 1.4215 1.3183
H -0.0125 -1.5911 0.1942
H 1.9840 -1.2796 -0.4436
H -2.5299 -0.4407 -1.1860
*
```

Here are the Löwdin charges for atoms 1 to 8, given in e:
1 C -0.194
2 N -0.408
3 N -0.013
4 O -0.378
5 S 0.790
6 H 0.054
7 H 0.082
8 H -0.029


3.
Molecular formula: CH6N2OSSi
Method: DFT, ωB97M-V/def2-TZVPD

Computed properties:
Energy above the lowest of the compared OMol25 structures with the same formula, charge and spin, eV: 0.810
Calculated total energy, hartree: -914.1435
SMILES: NC(=O)N([SiH3])S
Molar mass, g/mol: 122.2
HOMO-LUMO gap, eV: 10.0266
Max |F|, eV/A: 3.5

Structure (ORCA input):
```
! RIJCOSX wB97M-V def2-TZVPD def2/J DEFGRID3
* xyz 0 1
C -0.0401 -0.9481 -0.0438
N 0.9808 -1.8219 -0.0920
N 0.1829 0.3776 -0.0556
O -1.2245 -1.2691 0.0239
Si -1.3978 1.1892 -0.1010
S 1.9518 0.9624 -0.1552
H 1.9270 -1.4995 -0.2018
H 0.7788 -2.8039 -0.1303
H -2.0806 0.9524 1.1605
H -0.9448 2.5835 -0.1688
H -2.0976 0.8054 -1.3146
H 1.9641 1.4719 1.0786
*
```

Here are the Löwdin charges for atoms 1 to 8, given in e:
1 C -0.794
2 N 0.149
3 N -0.458
4 O -0.038
5 Si 0.592
6 S 0.747
7 H 0.036
8 H 0.112


4.
Molecular formula: CH6N2S2
Method: DFT, ωB97M-V/def2-TZVPD

Computed properties:
Energy above the lowest of the compared OMol25 structures with the same formula, charge and spin, eV: 1.159
Calculated total energy, hartree: -947.5353
SMILES: [H]/N=C/N.SS
Molar mass, g/mol: 110.2
HOMO-LUMO gap, eV: 8.8543
Max |F|, eV/A: 5.4

Structure (ORCA input):
```
! RIJCOSX wB97M-V def2-TZVPD def2/J DEFGRID3
* xyz 0 1
S 1.1296 -2.3255 0.8229
S 2.8044 -3.5167 0.5272
H 1.9354 -1.3448 0.4318
H 2.1348 -4.6392 1.0466
N -0.9353 0.9454 -1.1453
C -0.9774 2.0231 -0.2492
N -1.9131 2.1456 0.5552
H -0.2514 0.6461 -1.6896
H -1.6729 0.3551 -1.0616
H -0.2720 2.8320 -0.4119
H -1.9821 2.8789 1.1738
*
```

Here are the Löwdin charges for atoms 1 to 8, given in e:
1 S 0.202
2 S 0.183
3 H -0.230
4 H -0.162
5 N 0.113
6 C -0.359
7 N 0.074
8 H 0.020